No. 1
{"formula": "C3H7O3", "method": "wB97M-V/def2-TZVPD", "elements": ["H", "O", "H", "H", "H", "C", "C", "O", "H", "O", "H", "H", "C"], "positions_angstrom": [[-1.36888, -1.72680, -1.22749], [-0.01872, 2.41106, 0.01468], [0.45512, -2.16711, -1.33884], [0.98783, 3.39358, -1.55844], [-0.07368, 1.48682, 0.33696], [-0.14665, -1.36330, 0.56455], [0.55090, 2.41602, -1.29234], [-0.18221, -2.41622, 1.25278], [-0.15078, -0.49798, -1.40344], [0.02325, -0.22967, 1.06334], [-0.24303, 2.25120, -2.04604], [1.28953, 1.68044, -1.35226], [-0.31670, -1.47631, -0.94835]], "atomic_forces_ev_per_a": [[0.90, -0.40, 0.26], [0.25, 0.69, -0.56], [-0.77, 0.03, 0.03], [-0.07, -0.18, 0.52], [0.15, -0.42, 0.09], [-0.12, -1.05, 1.52], [-1.90, 1.09, 0.46], [-0.07, 0.01, -0.96], [0.16, 0.04, -0.01], [0.06, 1.33, -0.45], [0.33, -0.22, 0.06], [1.27, -1.26, -0.40], [-0.18, 0.35, -0.56]], "total_energy_ev": -9368.35770, "gap_ev": 7.98, "largest_force_ev_per_a": 2.237, "charge": -1, "multiplicity": 1, "relative_energy_kj_mol": 77.2}

=====

No. 2
{"formula": "C32H33Cl2F4N8O2V", "method": "wB97M-V/def2-TZVPD", "elements": ["C", "C", "C", "H", "C", "C", "C", "C", "C", "H", "C", "H", "H", "N", "C", "H", "H", "H", "H", "H", "H", "C", "F", "H", "H", "Cl", "N", "N", "H", "C", "V", "C", "C", "H", "C", "H", "H", "C", "N", "H", "O", "H", "C", "H", "C", "H", "H", "C", "F", "H", "C", "H", "C", "C", "C", "N", "N", "H", "F", "H", "H", "C", "H", "N", "C", "C", "C", "N", "H", "C", "H", "H", "C", "C", "C", "O", "C", "H", "F", "Cl", "H", "H"], "positions_angstrom": [[0.52335, 4.34181, 1.81505], [0.50669, -1.40623, 1.81000], [-0.43242, 0.27494, 3.27904], [2.21997, 0.01235, 3.15963], [-3.53022, -2.89531, 0.65614], [-2.12409, 3.27127, 1.34060], [4.54650, -1.89629, -1.38676], [1.18324, -0.13469, -3.73733], [2.78264, 4.40012, 0.98807], [-0.61602, -3.09102, 1.20157], [-4.96681, -1.04759, -0.78022], [5.44092, -1.56048, -3.33149], [-2.17086, -1.24794, -2.32890], [2.11422, -2.25514, -1.17019], [-5.59618, -2.23469, -0.44585], [4.91810, -3.70172, -0.25975], [1.69139, 1.60817, 2.57887], [2.14994, 0.22419, -4.06003], [-6.61162, -2.45193, -0.73817], [2.34554, 0.42580, 1.43604], [1.11958, -1.51064, 0.91312], [5.59626, -1.06015, -0.66159], [-5.38705, -4.31404, 0.62753], [2.08029, -3.23525, -0.92389], [5.88750, -3.55814, -1.74037], [2.09977, 6.26036, 2.85855], [-0.46583, -0.13186, -2.00308], [0.88580, 1.61677, -0.58257], [4.15941, -0.40362, -2.90308], [4.90355, -3.37723, -1.30237], [-0.83910, 0.61791, 0.02308], [1.57641, 1.16430, -1.62605], [1.25399, 2.71300, 0.19721], [-4.55578, 4.03572, 0.58012], [-4.59160, 3.04618, 1.01279], [-0.03654, -0.26697, 4.15253], [-6.70734, 2.75728, 0.79850], [-5.77163, 2.34254, 1.15315], [3.29180, -1.66839, -0.64366], [-6.63544, 0.50463, 1.89672], [2.74173, 1.39715, -1.99293], [-1.50353, -2.00989, -4.58143], [-3.67491, -0.80056, -0.41055], [5.64648, -1.34585, 0.39050], [4.46591, -1.44999, -2.84978], [4.18044, -3.98866, -1.84730], [-4.44351, -0.36597, 2.65821], [-1.22825, -0.93408, -2.75593], [-3.12288, 0.41639, -0.70351], [-0.23880, 4.77932, 2.43792], [1.79216, 4.90232, 1.81435], [3.75588, -2.05829, -3.41756], [-4.83393, -3.13246, 0.28024], [-3.40480, 2.46556, 1.45080], [-0.82975, -2.08494, 1.57694], [0.38815, 0.02936, 2.09477], [-1.02048, 2.59033, 0.97997], [3.27688, 2.90737, -0.46778], [-5.64632, -0.10625, -1.46186], [5.33860, 0.00119, -0.72161], [-1.35418, -2.21552, 2.53155], [-5.73887, 1.09487, 1.76173], [1.03088, -1.91332, 2.63639], [-1.62078, -1.29480, 0.64927], [-4.51265, 0.60855, 2.18246], [-0.84587, -1.36621, -4.01345], [0.22138, 3.24052, 1.01229], [-3.36471, 1.26500, 2.02324], [-0.43111, 1.34367, 3.49237], [1.73519, 0.54967, 2.33023], [6.58026, -1.19843, -1.11423], [0.70662, -1.26181, -5.50145], [0.38197, -0.95080, -4.51558], [-2.85316, -1.68693, 0.33619], [2.51068, 3.31079, 0.17425], [-2.23666, 4.47503, 1.58895], [0.73228, 0.25091, -2.48264], [3.12048, -0.66784, -0.61222], [-2.89642, -3.88077, 1.34180], [4.37397, 5.10236, 0.94324], [2.04683, -2.17239, -2.18197], [-1.46352, -0.01260, 3.09118]], "atomic_forces_ev_per_a": [[0.00, -0.07, 0.02], [-0.04, 0.02, -0.04], [-0.02, 0.05, -0.03], [-0.02, -0.01, 0.01], [0.04, -0.04, 0.04], [0.12, -0.11, -0.03], [0.02, -0.03, 0.03], [-0.05, -0.05, -0.01], [-0.05, 0.00, 0.04], [-0.01, -0.01, -0.02], [-0.08, -0.02, -0.03], [-0.02, 0.00, 0.00], [-0.02, 0.01, 0.03], [-0.08, -0.06, -0.10], [-0.02, -0.04, 0.02], [0.01, 0.00, -0.02], [-0.01, 0.00, -0.01], [-0.01, -0.01, -0.01], [0.02, 0.01, 0.00], [-0.01, -0.01, 0.00], [0.02, 0.01, -0.01], [-0.02, 0.05, 0.00], [0.04, 0.01, 0.00], [0.07, 0.02, 0.07], [-0.02, 0.01, -0.01], [0.00, 0.02, 0.02], [0.04, -0.04, -0.18], [-0.10, 0.00, -0.24], [0.00, 0.00, -0.01], [-0.01, 0.00, 0.02], [0.07, 0.05, 0.96], [-0.08, 0.04, 0.00], [0.15, 0.13, -0.23], [-0.01, 0.00, 0.00], [0.00, 0.05, -0.02], [0.01, -0.01, 0.00], [0.01, 0.00, 0.00], [-0.01, -0.03, 0.01], [0.00, 0.01, -0.01], [0.00, 0.00, 0.00], [0.00, 0.08, 0.08], [0.01, 0.00, 0.00], [0.19, 0.07, 0.06], [0.00, 0.00, -0.02], [0.02, -0.01, -0.01], [0.01, 0.00, 0.02], [0.00, 0.01, -0.01], [0.23, 0.01, 0.00], [-0.07, -0.01, -0.23], [-0.01, -0.02, -0.01], [0.07, -0.03, -0.05], [0.00, 0.02, 0.00], [-0.08, -0.01, -0.03], [0.02, -0.09, -0.02], [-0.02, 0.04, 0.03], [0.00, -0.08, -0.11], [-0.08, -0.21, -0.06], [0.00, 0.01, -0.02], [0.04, 0.01, 0.01], [0.02, -0.03, 0.01], [-0.01, -0.01, 0.01], [0.02, 0.03, 0.00], [0.00, -0.03, 0.03], [0.00, 0.12, -0.21], [-0.02, -0.01, 0.01], [0.04, 0.03, 0.05], [0.00, 0.23, 0.01], [0.05, 0.00, 0.01], [-0.01, 0.00, -0.01], [-0.01, 0.02, -0.02], [-0.02, 0.01, 0.00], [-0.01, 0.00, 0.01], [0.00, 0.00, -0.01], [-0.14, -0.08, 0.01], [-0.04, -0.08, 0.13], [0.00, 0.10, 0.01], [-0.22, -0.06, 0.07], [0.03, 0.00, 0.00], [-0.02, 0.01, 0.00], [0.02, 0.01, 0.00], [0.04, -0.01, -0.01], [0.01, 0.00, 0.01]], "total_energy_ev": -111342.17970, "gap_ev": [6.05, 7.06], "largest_force_ev_per_a": 0.969, "charge": -1, "multiplicity": 4, "relative_energy_kj_mol": 54.9}

=====

No. 3
{"formula": "C4H6FN2", "method": "wB97M-V/def2-TZVPD", "elements": ["C", "H", "F", "N", "H", "C", "C", "C", "H", "N", "H", "H", "H"], "positions_angstrom": [[-1.67662, -0.15932, 0.08714], [0.79081, -0.79717, -1.39105], [-2.93406, -0.37125, 0.04302], [-0.83450, -1.14582, -0.03376], [2.15715, 0.69190, 0.05341], [0.18397, 1.58100, -0.02689], [1.03276, 0.44800, 0.25130], [0.61881, -0.86340, -0.32301], [-1.15947, -2.15781, 0.08565], [-1.06428, 1.64060, -0.06809], [1.05660, -1.70451, 0.19768], [0.65321, 2.64372, -0.12840], [1.17562, 0.19409, 1.25302]], "atomic_forces_ev_per_a": [[2.17, 2.11, -1.42], [-0.28, -0.91, -0.28], [0.40, 0.25, 0.63], [-1.43, 0.27, 0.26], [-2.03, -0.53, -0.50], [0.64, 2.91, 0.39], [3.68, -0.66, -0.41], [-0.89, -0.37, -0.16], [0.43, 1.79, -0.52], [-2.36, -3.77, -0.03], [0.94, 0.08, -0.47], [-0.77, -1.81, 0.11], [-0.50, 0.64, 2.41]], "total_energy_ev": -9932.70109, "gap_ev": 10.92, "largest_force_ev_per_a": 4.449, "charge": 1, "multiplicity": 1, "relative_energy_kj_mol": 278.6}

=====

No. 4
{"formula": "C19H26F4N2O3S", "method": "wB97M-V/def2-TZVPD", "elements": ["H", "H", "C", "H", "H", "F", "C", "H", "H", "C", "C", "H", "C", "H", "O", "H", "H", "C", "H", "C", "S", "H", "H", "H", "H", "F", "F", "C", "H", "O", "C", "N", "N", "C", "H", "C", "C", "H", "O", "H", "F", "H", "C", "H", "H", "H", "C", "H", "C", "C", "C", "H", "C", "H", "C"], "positions_angstrom": [[-7.30303, -4.03559, 0.33322], [-6.54790, -3.76011, 2.64765], [-4.51776, -4.30694, 2.15227], [2.52393, 0.25328, -4.56350], [-4.93380, -3.19862, -0.77088], [0.04825, 0.48004, -1.14716], [1.64714, 0.20811, 2.11564], [-3.97494, -5.23666, 1.95052], [0.57937, -1.10500, -0.03999], [2.40655, 1.07098, 2.96275], [0.12359, -0.12481, 0.11592], [-1.65105, -1.45686, -1.18129], [3.34935, 0.88671, -4.23106], [0.48937, 2.50404, -0.03531], [1.19446, 4.80995, 0.16276], [-1.24493, -0.60607, 1.67891], [3.68622, 2.34642, -2.67319], [3.02350, 1.50182, -2.87319], [-6.33250, -5.49896, 2.41952], [-5.29333, -3.17562, 0.25862], [2.64790, -1.12959, 3.77251], [3.55151, 1.61943, -5.01077], [1.99482, 1.84316, -2.77784], [3.05524, 3.11579, 3.34528], [-1.84255, 0.61231, 0.50680], [3.09493, 4.14921, -0.82873], [1.24124, 4.27869, -1.95872], [1.02762, 2.08885, 0.80351], [1.23836, 4.92490, 2.16662], [4.40657, -0.38540, -2.53609], [1.94025, 4.82147, -0.95867], [1.70602, -1.07746, 2.48152], [3.02734, 0.41239, 3.95084], [1.82282, 4.43457, 1.38863], [-6.01131, -5.19699, 0.01045], [-6.02316, -4.51810, 2.06209], [-1.29424, -0.32170, 0.62818], [-3.09406, -1.25327, -0.18044], [-4.18390, -3.35173, 1.14240], [-5.74185, -2.19372, 0.44718], [2.25201, 6.07740, -1.32023], [5.49217, 0.61795, -3.97178], [0.94365, 0.74424, 1.01480], [3.66431, 0.70193, -0.94144], [-1.84810, -2.40606, 0.27900], [-4.19734, -3.92361, 3.12159], [3.34770, 0.35800, -1.92821], [2.83566, 4.82696, 1.45349], [-2.02257, -1.42521, -0.15592], [2.47018, 2.46152, 2.71423], [1.78844, 2.94913, 1.65103], [2.48019, -0.29927, -1.80554], [-6.27366, -4.29794, 0.57211], [4.66282, -0.84809, -4.52720], [4.56847, 0.03410, -3.89289]], "atomic_forces_ev_per_a": [[-0.01, 0.01, 0.01], [0.01, 0.00, 0.00], [0.02, -0.05, -0.04], [0.01, -0.01, 0.00], [0.03, 0.01, 0.01], [-0.02, -0.03, -0.02], [0.12, 0.06, 0.19], [-0.02, -0.02, 0.03], [0.22, 0.06, 0.11], [0.12, -0.08, 0.15], [-0.35, -0.12, -0.02], [-0.13, 0.09, -0.08], [-0.02, -0.12, 0.04], [0.05, 0.09, -0.04], [0.09, -0.03, -0.14], [-0.06, 0.24, 0.12], [-0.02, 0.02, -0.04], [0.08, 0.13, -0.02], [0.00, -0.01, -0.01], [-0.01, 0.05, 0.03], [0.02, -0.10, 0.06], [0.02, 0.02, 0.01], [-0.02, -0.02, 0.00], [0.08, -0.08, 0.13], [0.17, 0.20, 0.25], [-0.08, 0.00, -0.06], [0.09, 0.08, 0.05], [-0.07, -0.15, 0.09], [-0.06, 0.14, -0.12], [0.00, 0.06, -0.04], [-0.06, 0.11, 0.07], [0.00, -0.08, 0.03], [-0.01, -0.03, 0.01], [-0.20, 0.04, 0.41], [0.00, 0.01, -0.01], [-0.03, 0.06, 0.01], [-0.20, -0.56, -0.41], [-0.07, -0.05, 0.04], [-0.09, -0.07, 0.07], [-0.03, -0.01, -0.02], [0.00, -0.13, 0.02], [0.00, 0.01, -0.04], [-0.02, 0.36, -0.42], [0.05, -0.05, 0.00], [-0.05, -0.03, 0.07], [0.02, 0.02, -0.01], [-0.14, -0.13, 0.03], [0.07, -0.02, -0.11], [0.38, 0.09, -0.10], [0.12, 0.01, 0.10], [-0.09, 0.01, -0.45], [0.00, 0.02, 0.03], [0.03, -0.06, -0.02], [0.01, -0.02, 0.02], [0.03, 0.06, 0.03]], "total_energy_ev": -50952.39073, "gap_ev": 8.45, "largest_force_ev_per_a": 0.724, "charge": 0, "multiplicity": 1}

=====

No. 5
{"formula": "C3H6Br2F3LiO4S", "method": "wB97M-V/def2-TZVPD", "elements": ["H", "Br", "H", "C", "Li", "C", "F", "O", "F", "O", "H", "F", "O", "S", "H", "O", "H", "C", "Br", "H"], "positions_angstrom": [[1.11901, 0.71640, 4.53625], [-1.32129, 2.52622, -0.96269], [-1.44811, 0.44341, 1.74262], [-1.18818, -1.66205, -3.44191], [0.43442, 1.14677, -0.04144], [0.07732, -0.13303, 2.81682], [-0.93000, -2.91715, -3.81281], [0.25760, 0.54681, -3.80831], [-1.91684, -1.73038, -2.30591], [-0.49993, 0.38417, 1.61766], [0.77326, -0.94659, 2.60998], [-1.94939, -1.07328, -4.35267], [0.36943, -0.50757, -1.57991], [0.41951, -0.67564, -3.03474], [1.45673, 1.49278, 2.89651], [1.48844, -1.52721, -3.52951], [-0.71123, -0.55077, 3.45766], [0.72597, 1.03838, 3.56693], [2.87675, 1.63144, -0.13972], [-0.03346, 1.79730, 3.76520]], "atomic_forces_ev_per_a": [[0.35, 0.05, -0.20], [-0.44, 0.27, 0.29], [-0.08, 0.26, -0.43], [1.06, 1.01, 1.74], [0.10, -0.21, -0.69], [-0.39, 0.76, 0.71], [-0.13, -0.41, -0.43], [-0.26, -0.79, 0.40], [-0.32, -0.27, -0.18], [0.37, -0.66, 0.26], [0.11, 0.21, -0.32], [-0.18, -0.10, -0.57], [-0.16, -0.47, -0.86], [0.43, 1.27, -0.25], [0.32, -0.05, 0.30], [-0.44, -0.37, 0.28], [-0.01, -0.11, -0.15], [-0.33, -0.35, -0.31], [0.08, 0.02, 0.46], [-0.09, -0.03, -0.03]], "total_energy_ev": -170681.47804, "gap_ev": 6.46, "largest_force_ev_per_a": 2.274, "charge": -2, "multiplicity": 1}